#A
DFT (ωB97M-V/def2-TZVPD) results for the ion C6H17N2 with charge +1.

Calculated values
- orbital gap (eV) = 9.57
- structure (SMILES) = CC[C@H]([NH3+])CN(C)C

```
! wB97M-V def2-TZVPD RIJCOSX def2/J DEFGRID3
* xyz 1 1
H -1.991 -0.129 -2.371
H 1.486 1.165 0.561
H -1.086 0.886 2.307
H 1.267 2.160 -0.763
H 1.175 -1.197 -0.229
N 0.358 -0.447 1.534
C 0.147 0.309 -2.192
C -0.071 0.504 -0.678
H 0.220 2.208 0.548
C 1.174 -1.423 2.280
H 0.778 1.138 -2.499
H 0.654 -0.629 -2.369
H -1.778 -0.464 1.521
H -1.176 -0.134 -3.881
C 0.241 -0.758 0.126
H -1.040 -0.683 3.116
N 0.788 1.612 -0.049
C -0.934 -0.193 2.155
H 1.237 -1.091 3.312
C -1.185 0.369 -2.921
H 0.731 -2.418 2.215
H -1.068 0.823 -0.412
H -0.534 -1.516 -0.040
H 2.176 -1.465 1.853
H -1.567 1.374 -3.125
*
```

#B
DFT (ωB97M-V/def2-TZVPD) results for the ion C6H17N2 with charge +1.

Calculated values
- orbital gap (eV) = 8.16
- structure (SMILES) = C[C@@H]([NH3+])CCCCN

```
! wB97M-V def2-TZVPD RIJCOSX def2/J DEFGRID3
* xyz 1 1
H -3.366 -1.052 2.667
H 2.644 1.760 -0.186
N 1.134 0.284 -2.759
H -1.619 -0.802 -0.221
H -2.264 0.296 2.824
H 2.944 0.308 -1.096
H -1.328 0.989 -1.298
H 0.709 -0.536 1.666
C -0.348 -0.541 1.363
H 2.063 0.149 0.235
H 0.229 -1.374 -0.487
H 2.121 0.222 -3.030
N -2.562 -0.538 2.339
H -0.550 0.485 1.791
H -1.542 -2.347 1.708
H 0.962 -0.715 -2.525
C -1.357 -1.368 2.149
C -0.486 -0.598 -0.153
H -0.505 1.467 0.037
C 0.966 1.133 -1.527
H 0.891 2.209 -1.765
C -0.351 0.788 -0.849
C 2.121 0.881 -0.578
H 0.488 0.536 -3.506
H -0.993 -1.636 3.202
*
```

#C
DFT (ωB97M-V/def2-TZVPD) results for a cluster of 2 separate species, C6H17N2 in total.

Calculated values
- orbital gap (eV) = 6.01

```
! wB97M-V def2-TZVPD RIJCOSX def2/J DEFGRID3
* xyz 1 1
H 0.462 0.370 -2.381
H -1.427 1.692 0.345
H -3.235 -1.304 -0.892
H 2.331 -1.140 0.487
H 0.384 1.217 2.767
H -0.621 2.590 2.650
H 2.320 -2.205 -0.960
H -1.399 -1.881 0.642
H 2.704 0.317 -2.141
N 0.719 -0.178 -1.559
N -0.414 -0.159 0.652
H -2.359 -0.508 1.168
H -1.722 -1.222 -1.797
C -0.570 1.548 2.341
C -0.538 1.287 0.840
C 2.657 -1.253 -0.549
H 0.282 1.834 0.361
H 2.231 0.743 -0.478
C 2.118 -0.016 -1.284
C -2.301 -0.758 -0.997
H 0.124 -0.090 -0.620
H 3.745 -1.322 -0.482
C -1.636 -0.838 0.399
H -1.390 1.014 2.826
H -2.465 0.261 -1.337
*
```

#D
DFT (ωB97M-V/def2-TZVPD) results for a cluster of 2 separate species, C6H17N2 in total.

Calculated values
- orbital gap (eV) = 5.19

```
! wB97M-V def2-TZVPD RIJCOSX def2/J DEFGRID3
* xyz 1 1
C 0.721 1.781 0.448
H 2.576 1.883 1.589
H -0.442 -1.140 -2.677
H -1.165 1.263 1.608
N -0.227 -0.019 -0.940
H 0.412 -3.100 -0.516
H 1.998 3.482 0.916
C 0.898 0.347 -0.092
H 1.058 -0.302 0.833
H 0.352 1.277 2.556
H 2.535 2.329 -0.263
H -3.792 -1.999 -0.786
C 2.074 2.492 0.760
C 0.020 -1.308 -1.675
C -0.188 1.820 1.677
N -1.138 -1.971 0.396
H -1.114 -3.210 -1.476
H 1.922 0.375 -0.613
H -0.814 -0.584 -0.078
H 1.101 -1.438 -1.988
H -0.468 2.728 2.172
H -4.094 -1.903 -1.418
H -1.911 -2.605 0.750
C -0.476 -2.513 -0.830
H 0.159 2.316 -0.352
*
```

Stability ranking, top and bottom: #A is the most stable and #D is the least stable.